1.
{
  "formula": "C20H40O5",
  "method": "the ωB97M-V functional and the def2-TZVPD basis",
  "smiles": "C1CCOC1.C1CCOC1.C1CCOC1.C1CCOC1.C1CCOC1",
  "total_charge": 0,
  "e_above_lowest_ev": 5.236,
  "elements": ["C", "C", "C", "O", "C", "H", "H", "H", "H", "H", "H", "H", "H", "C", "C", "C", "O", "C", "H", "H", "H", "H", "H", "H", "H", "H", "C", "C", "C", "O", "C", "H", "H", "H", "H", "H", "H", "H", "H", "C", "C", "C", "O", "C", "H", "H", "H", "H", "H", "H", "H", "H", "C", "C", "C", "O", "C", "H", "H", "H", "H", "H", "H", "H", "H"],
  "positions_angstrom": [[1.262, 3.025, -1.904], [1.534, 4.105, -0.993], [1.977, 5.135, -1.925], [1.000, 5.095, -2.940], [0.837, 3.671, -3.278], [0.511, 2.300, -1.589], [2.132, 2.412, -2.138], [2.215, 3.838, -0.184], [0.656, 4.507, -0.487], [2.990, 5.036, -2.314], [1.942, 6.131, -1.483], [1.510, 3.489, -4.115], [-0.143, 3.319, -3.600], [-5.437, -4.896, 0.753], [-4.593, -5.918, 1.480], [-3.148, -5.377, 1.234], [-3.354, -3.975, 1.450], [-4.651, -3.620, 1.026], [-6.484, -4.850, 1.052], [-5.380, -5.207, -0.290], [-4.750, -6.929, 1.104], [-4.708, -5.993, 2.561], [-2.854, -5.575, 0.203], [-2.372, -5.645, 1.951], [-4.535, -3.027, 0.119], [-5.100, -2.972, 1.778], [-0.473, 2.105, 3.383], [-1.167, 2.585, 4.643], [-2.087, 3.743, 4.186], [-1.399, 4.204, 3.001], [-0.295, 3.350, 2.599], [-1.107, 1.425, 2.814], [0.490, 1.635, 3.582], [-0.492, 3.030, 5.373], [-1.723, 1.818, 5.183], [-2.195, 4.575, 4.882], [-3.046, 3.311, 3.900], [0.590, 3.884, 2.947], [-0.107, 3.187, 1.537], [3.611, -1.652, -3.562], [3.747, -0.166, -3.174], [4.622, -0.114, -1.904], [5.048, -1.489, -1.822], [3.967, -2.323, -2.255], [4.473, -1.909, -4.178], [2.649, -1.986, -3.950], [2.789, 0.325, -3.004], [4.113, 0.549, -3.911], [4.087, -0.037, -0.958], [5.248, 0.774, -1.985], [3.192, -2.269, -1.490], [4.182, -3.384, -2.383], [-0.458, -1.522, -0.850], [0.288, -0.243, -0.712], [1.102, -0.423, 0.551], [0.134, -1.106, 1.410], [-0.889, -1.776, 0.594], [0.272, -2.252, -1.200], [-1.283, -1.627, -1.554], [-0.435, 0.542, -0.488], [0.944, -0.040, -1.558], [1.424, 0.501, 1.030], [1.919, -1.139, 0.464], [-1.866, -1.304, 0.697], [-0.921, -2.862, 0.688]],
  "mulliken_charge": [0.6575, -0.3767, -0.6092, -0.4501, -0.6131, -0.2562, -0.1998, 0.3405, 0.2010, 0.2743, 0.4165, 0.2596, 0.3514, -0.4850, -0.6397, -0.4323, -0.3088, -0.4193, 0.3210, 0.2418, 0.3507, 0.2761, 0.2641, 0.3122, 0.2342, 0.3072, -0.1477, -0.8065, -0.3588, -0.4433, -0.0636, 0.1689, 0.3342, 0.2939, 0.3530, 0.2776, 0.2495, 0.1856, -0.0644, -0.5658, -0.2024, -0.3553, -0.4944, -0.0958, 0.2540, 0.4015, -0.1149, 0.4504, 0.1675, 0.3549, -0.1201, 0.3539, -0.8625, 0.2781, -0.3023, -0.4505, -0.1837, 0.2670, 0.4140, 0.0899, 0.0011, 0.2014, 0.1954, 0.1729, 0.1494]
}

=====

2.
{
  "formula": "C3H11N2O2",
  "method": "the ωB97M-V functional and the def2-TZVPD basis",
  "total_charge": -1,
  "e_above_lowest_ev": 1.326,
  "elements": ["C", "N", "C", "O", "H", "H", "H", "H", "H", "H", "H", "N", "C", "O", "H", "H", "H", "H"],
  "positions_angstrom": [[-0.367, 0.633, -1.576], [-1.340, -0.497, -1.594], [-1.540, -1.069, -0.304], [-2.625, -2.051, -0.281], [-0.716, 1.395, -0.922], [-0.254, 1.046, -2.550], [0.605, 0.216, -1.235], [-1.073, -1.209, -2.278], [-0.668, -1.604, -0.025], [-1.771, -0.251, 0.442], [-3.477, -1.608, -0.487], [2.718, 1.062, 1.422], [1.404, 0.592, 1.849], [0.571, 0.157, 0.863], [3.356, 0.322, 1.020], [2.570, 1.696, 0.659], [1.622, -0.252, 2.551], [0.986, 1.422, 2.445]],
  "mulliken_charge": [-0.7388, -0.3971, -0.2933, -0.5535, 0.2711, 0.3530, 0.2513, 0.2167, 0.2874, 0.2596, 0.2875, -0.7331, -0.6409, -0.6233, 0.2491, 0.2643, 0.3010, 0.2389]
}

=====

3.
{
  "formula": "C22H18KN5O3",
  "method": "the ωB97M-V functional and the def2-TZVPD basis",
  "total_charge": 0,
  "energy_ha": -1948.5323,
  "elements": ["K", "C", "O", "C", "C", "C", "C", "C", "C", "N", "N", "C", "C", "C", "C", "O", "C", "N", "C", "C", "C", "C", "H", "H", "H", "H", "H", "H", "H", "H", "H", "H", "H", "H", "N", "C", "O", "C", "C", "C", "N", "C", "C", "H", "H", "H", "H", "H", "H"],
  "positions_angstrom": [[8.434, 14.677, 15.751], [9.750, 6.187, 7.509], [8.911, 5.627, 8.494], [9.069, 5.756, 9.788], [7.869, 5.780, 10.524], [7.881, 6.399, 11.771], [9.083, 6.968, 12.288], [10.319, 6.637, 11.658], [10.287, 5.995, 10.430], [9.060, 7.750, 13.406], [7.997, 8.489, 13.629], [8.215, 9.310, 14.714], [9.363, 9.349, 15.488], [9.675, 10.517, 16.193], [9.017, 11.740, 16.085], [9.669, 12.794, 16.423], [7.689, 11.622, 15.572], [6.874, 12.711, 15.554], [5.604, 12.580, 15.265], [5.091, 11.345, 14.834], [5.893, 10.275, 14.584], [7.253, 10.392, 14.967], [9.726, 7.302, 7.593], [9.320, 5.898, 6.563], [10.762, 5.762, 7.523], [6.916, 5.469, 10.065], [7.032, 6.512, 12.409], [11.249, 6.938, 12.152], [11.181, 5.726, 9.896], [9.972, 8.468, 15.532], [10.561, 10.483, 16.823], [4.989, 13.414, 15.447], [3.998, 11.261, 14.795], [5.485, 9.357, 14.125], [7.678, 15.401, 23.086], [8.755, 14.937, 22.357], [9.688, 14.327, 22.865], [8.774, 15.373, 20.930], [9.860, 14.912, 20.137], [9.715, 15.083, 18.747], [8.674, 15.686, 18.177], [7.747, 16.244, 18.936], [7.760, 16.095, 20.332], [7.518, 14.861, 23.918], [6.816, 15.470, 22.538], [10.628, 14.366, 20.671], [10.495, 14.630, 18.105], [6.980, 16.836, 18.478], [7.074, 16.745, 20.850]],
  "mulliken_charge": [0.9881, -0.7157, -0.3948, 0.5871, -0.6469, -0.1218, -0.0718, -0.4088, -0.5264, -0.3212, -0.2362, -0.1033, -0.3744, -0.6350, 0.7557, -0.9300, -0.1115, -0.5940, -0.4879, -0.4239, -0.5534, 0.8800, 0.3118, 0.2298, 0.3026, 0.3465, 0.4577, 0.4180, 0.3553, 0.4964, 0.3648, 0.4394, 0.3252, 0.4044, -0.4548, 0.1383, -0.6002, 0.9282, -0.5239, -0.1176, -0.5325, -0.5733, -0.4026, 0.2904, 0.2616, 0.4661, 0.3241, 0.4021, 0.3884]
}

=====

4.
{
  "formula": "C32H50N5O2SZn",
  "method": "the ωB97M-V functional and the def2-TZVPD basis",
  "total_charge": 1,
  "e_above_lowest_ev": 0.000,
  "elements": ["Zn", "N", "C", "C", "C", "O", "O", "H", "H", "H", "H", "H", "H", "C", "C", "C", "C", "C", "C", "C", "C", "N", "C", "C", "C", "C", "N", "C", "C", "C", "C", "C", "C", "C", "C", "H", "H", "H", "H", "H", "H", "H", "H", "H", "H", "H", "H", "H", "H", "H", "H", "H", "H", "H", "H", "H", "H", "H", "H", "C", "C", "C", "C", "N", "C", "S", "N", "C", "C", "C", "C", "H", "H", "H", "H", "H", "H", "H", "H", "H", "H", "H", "H", "H", "H", "H", "H", "H", "H", "H", "H"],
  "positions_angstrom": [[-0.418, -0.119, -0.121], [-1.924, -1.616, -0.095], [-3.286, -1.022, -0.296], [-3.552, 0.204, 0.585], [-2.811, 1.480, 0.193], [-3.448, 2.478, -0.101], [-1.502, 1.425, 0.196], [-1.774, -2.340, -0.789], [-1.913, -2.075, 0.809], [-4.040, -1.775, -0.074], [-3.381, -0.764, -1.348], [-3.308, -0.041, 1.626], [-4.613, 0.434, 0.541], [-0.619, 2.060, 3.187], [-1.367, 0.801, 3.539], [-2.492, 0.847, 4.354], [-3.177, -0.309, 4.700], [-2.723, -1.538, 4.256], [-1.609, -1.630, 3.428], [-1.078, -2.985, 3.017], [-0.968, -0.449, 3.053], [0.063, -0.516, 2.056], [1.295, -0.496, 2.346], [1.855, -0.491, 3.738], [2.249, -0.508, 1.158], [3.696, -0.805, 1.405], [1.741, -0.268, 0.016], [2.584, -0.200, -1.148], [3.272, 0.990, -1.396], [3.197, 2.161, -0.437], [4.045, 1.067, -2.550], [4.132, -0.009, -3.420], [3.435, -1.174, -3.149], [2.644, -1.289, -2.012], [1.842, -2.542, -1.753], [-1.218, 2.938, 3.434], [-0.395, 2.106, 2.121], [0.321, 2.131, 3.746], [-2.839, 1.811, 4.713], [-4.065, -0.249, 5.318], [-3.239, -2.447, 4.546], [-0.426, -3.387, 3.799], [-0.480, -2.946, 2.105], [-1.889, -3.700, 2.882], [1.071, -0.300, 4.464], [2.641, 0.259, 3.849], [2.303, -1.465, 3.961], [3.789, -1.756, 1.936], [4.141, -0.038, 2.044], [4.252, -0.855, 0.475], [2.202, 2.270, 0.001], [3.453, 3.092, -0.947], [3.907, 2.045, 0.388], [4.590, 1.982, -2.761], [4.745, 0.062, -4.312], [3.495, -2.015, -3.833], [2.314, -3.406, -2.218], [0.841, -2.439, -2.190], [1.724, -2.749, -0.687], [1.550, 3.181, -5.340], [1.229, 4.583, -4.804], [-0.020, 4.659, -3.918], [0.158, 4.077, -2.513], [0.212, 2.615, -2.450], [-0.807, 1.780, -2.649], [-0.470, 0.079, -2.608], [-2.001, 2.300, -2.888], [-3.261, 1.576, -3.110], [-3.692, 1.581, -4.584], [-4.609, 2.745, -4.957], [-3.933, 4.115, -4.868], [2.373, 3.222, -6.059], [0.682, 2.755, -5.851], [1.843, 2.487, -4.549], [1.074, 5.250, -5.654], [2.090, 4.976, -4.250], [-0.844, 4.157, -4.433], [-0.311, 5.706, -3.794], [-0.638, 4.422, -1.847], [1.095, 4.439, -2.095], [1.103, 2.165, -2.344], [-2.088, 3.299, -2.794], [-4.015, 2.032, -2.470], [-3.101, 0.559, -2.780], [-4.215, 0.642, -4.787], [-2.796, 1.586, -5.213], [-5.490, 2.730, -4.308], [-4.969, 2.588, -5.978], [-3.580, 4.329, -3.851], [-4.633, 4.911, -5.131], [-3.081, 4.180, -5.553]],
  "mulliken_charge": [2.0496, -0.7919, -0.9199, -0.0280, 0.5169, -0.7581, -0.8357, 0.3403, -0.0510, 0.5283, 0.2507, -0.3288, 0.5081, -1.2083, 1.8100, -1.0815, -1.0304, -0.9779, 1.4750, -1.8677, -1.4148, 0.0963, 1.1789, -1.9192, 1.1240, -1.8824, 0.7118, -0.6938, 1.3514, -1.4782, -0.7194, -1.0433, -0.8945, 1.0575, -1.3996, 0.4456, 0.0290, 0.3172, 0.4641, 0.4307, 0.4882, 0.3799, 0.3122, 0.4720, 0.4297, 0.4315, 0.4059, 0.4290, 0.3868, 0.4160, 0.2028, 0.5099, 0.3389, 0.4976, 0.4586, 0.4718, 0.5182, 0.1864, 0.2323, -0.8514, -0.6650, 0.1592, -1.4115, 0.5679, 0.5310, -0.6530, 0.4956, -0.4627, -0.7307, -0.5976, -0.9650, 0.4217, 0.2542, 0.0455, 0.3607, 0.3155, -0.2100, 0.4650, 0.3448, 0.5811, -0.4975, 0.0729, 0.5968, -0.3023, 0.3768, 0.2401, 0.3076, 0.4006, 0.2320, 0.4182, 0.2306]
}